1.
66
Properties=species:S:1:pos:R:3:forces:R:3 method="wB97M-V/def2-TZVPD" lumo_energy_ev=0.13 e_homo_ev=-11.6 smiles=CC#N.CC#N.CC#N.CC#N.CC#N.CC#N.CC#N.CC#N.CC#N.CC#N.CC#N orbital_gap_ha=0.4320
C 4.98325 -1.11636 -1.11842 -0.95 1.08 -0.10
C 4.34169 -0.50441 -2.29167 0.69 -0.62 0.70
N 3.81394 -0.09502 -3.21600 -0.35 0.51 -0.74
H 4.87398 -2.19156 -1.20697 0.38 -0.07 0.23
H 4.40886 -0.75306 -0.26216 0.03 -0.41 0.10
H 5.98127 -0.71044 -0.98079 0.23 -0.47 -0.22
C -3.88118 -0.95859 -2.84532 -0.02 -0.35 1.00
C -2.83710 -0.68598 -1.84210 -0.13 0.53 -0.87
N -1.99956 -0.56318 -1.06763 0.09 0.04 0.13
H -4.12329 -1.97998 -2.53563 -0.47 -0.10 -0.81
H -3.57172 -0.86929 -3.88148 0.46 -0.25 0.10
H -4.75754 -0.32091 -2.74721 0.10 0.08 0.38
C -2.80104 1.18538 1.49695 -0.14 0.74 -0.10
C -3.93426 0.85150 2.35758 0.11 0.65 0.03
N -4.82306 0.61126 3.04407 0.09 -0.16 0.01
H -2.16970 0.30549 1.45189 0.21 0.15 -0.52
H -2.23308 2.06802 1.80387 0.03 -0.37 0.93
H -3.14037 1.59063 0.54165 -0.24 -0.95 -0.29
C 1.95444 4.24605 -3.30915 -0.60 -0.07 -0.28
C 0.96554 3.94238 -4.35770 0.47 -0.03 0.62
N 0.17136 3.67526 -5.13854 -0.21 -0.03 -0.26
H 2.50168 5.14272 -3.58653 0.18 -0.08 0.05
H 2.59063 3.37920 -3.15302 0.17 0.08 -0.13
H 1.41659 4.40917 -2.37754 0.02 0.08 0.01
C 1.27500 -2.78900 2.65913 0.26 0.52 0.00
C 2.65910 -2.68586 2.19446 -0.24 -0.22 -0.04
N 3.74251 -2.62540 1.82183 0.08 0.17 0.02
H 0.86626 -3.77109 2.44217 0.02 -0.05 0.07
H 0.68178 -2.01346 2.17932 -0.05 -0.11 -0.11
H 1.24188 -2.54687 3.72006 -0.04 -0.28 0.06
C -2.15210 2.64421 -2.89681 -0.24 0.93 -0.42
C -3.61119 2.52378 -2.94866 0.68 -0.17 0.31
N -4.75322 2.46395 -3.00976 -0.40 -0.15 0.01
H -1.74581 2.36116 -3.86705 0.17 -0.23 0.17
H -1.65904 2.15264 -2.06453 -0.20 -0.36 -0.07
H -1.94356 3.71425 -2.80681 0.08 -0.06 0.01
C -2.30594 0.02949 5.53094 0.19 -0.20 0.84
C -1.24676 -0.06410 4.53612 -0.31 0.37 -0.30
N -0.38041 -0.13246 3.78476 -0.08 -0.07 0.00
H -1.82919 0.38054 6.44938 -0.06 -0.16 0.07
H -2.71769 -0.96361 5.70591 0.02 0.00 0.03
H -3.13882 0.70320 5.35005 0.20 0.08 -0.68
C 0.93330 -1.14466 -3.93477 0.74 0.49 -0.07
C 1.26026 -1.77147 -2.67563 0.21 -0.12 0.80
N 1.53031 -2.24088 -1.66023 -0.12 -0.02 -0.27
H 1.83524 -1.15411 -4.55258 -0.25 -0.53 -0.24
H 0.82571 -0.06715 -3.78472 -0.62 -0.14 0.18
H 0.07371 -1.65577 -4.35542 -0.01 0.28 -0.35
C -2.23635 -3.26178 0.80744 -0.27 0.03 -0.52
C -2.50603 -4.27865 -0.21862 -0.03 0.07 0.59
N -2.77494 -5.07295 -1.00054 0.04 -0.01 -0.17
H -1.95560 -3.68673 1.76675 0.14 -0.20 -0.10
H -3.15457 -2.69245 0.95229 0.05 0.10 0.02
H -1.47424 -2.59195 0.41452 0.07 0.06 0.20
C 1.15491 0.01337 0.43021 -0.12 1.98 -0.09
C 1.12323 1.00526 -0.66457 -0.47 -1.11 -0.21
N 1.02589 1.75389 -1.52768 0.07 0.26 -0.06
H 0.58251 -0.88266 0.23654 0.21 -0.08 -0.44
H 0.65798 0.58347 1.22245 0.28 -0.44 0.48
H 2.21040 -0.12806 0.64644 -0.12 -0.52 0.33
C 3.53454 0.77825 3.97982 0.39 -1.14 -0.17
C 3.02731 2.10321 4.18993 -0.12 0.75 0.35
N 2.59333 3.14687 4.39146 0.04 -0.07 -0.10
H 2.94937 0.06227 4.55906 -0.19 0.03 -0.22
H 4.56540 0.62103 4.29895 0.02 0.47 0.06
H 3.50427 0.52202 2.92026 -0.18 -0.08 0.07



2.
34
Properties=species:S:1:pos:R:3:forces:R:3 method="wB97M-V/def2-TZVPD" lumo_energy_ev=0.22 e_homo_ev=-9.1 smiles=NCNCCCO.O.O.O.O.O orbital_gap_ha=0.3415
C 0.46002 -0.23424 1.20677 1.25 0.25 -0.93
C -0.73011 -1.16703 1.09879 0.78 0.05 0.67
C -2.08750 -0.64682 0.68372 -0.03 -0.11 -0.75
O -2.38790 -0.65980 -0.73167 0.28 0.06 -0.06
N 1.27508 -0.19215 -0.03299 -1.04 -0.39 0.72
C 2.28261 0.83708 0.01600 0.59 0.47 -1.44
N 3.01957 0.90331 -1.23735 0.48 0.10 0.75
H 1.15672 -0.63753 1.93755 -0.10 -0.10 0.52
H 0.26875 0.79554 1.53563 -0.58 -0.08 0.03
H -0.46196 -2.06650 0.54121 -0.15 0.60 -0.37
H -0.73041 -1.61300 2.09720 -0.95 0.12 0.08
H -2.81969 -1.33625 1.08119 -0.35 0.13 0.28
H -2.29743 0.37323 1.01886 0.15 -0.08 0.62
H -1.65703 -0.33514 -1.27712 0.14 -0.01 0.25
H 0.62912 -0.15413 -0.81317 0.42 0.60 -0.28
H 3.02436 0.60301 0.78410 -0.25 -0.21 0.28
H 1.93335 1.85379 0.23771 -0.35 -0.06 0.08
H 3.30636 -0.02454 -1.50305 0.00 0.04 -0.46
H 2.62809 1.44562 -1.98728 -0.25 -0.21 -0.07
H -2.42139 1.63180 -0.51102 -0.83 -0.21 -0.05
H -3.40216 2.83588 -0.91603 -0.24 -0.55 0.02
O -2.49533 2.53142 -0.85160 0.34 0.51 0.02
H -0.79027 -4.41760 0.30174 -0.02 -0.10 0.04
H 0.52064 -3.85486 0.85026 0.10 0.00 0.15
O -0.41355 -3.98465 1.07407 0.17 -0.62 -0.13
H -1.47193 3.26824 0.68786 0.34 0.22 -0.28
H -0.29127 4.27333 0.62229 -0.13 0.09 0.00
O -0.51056 3.35128 0.77139 0.22 -0.22 0.35
H 2.57667 -1.97032 1.20321 -0.01 -0.12 0.05
H 2.21574 -2.24408 -0.21340 -0.15 0.21 0.02
O 2.47687 -2.70714 0.59127 0.10 -0.41 0.03
H 0.35160 1.80669 -1.70545 -0.04 0.03 0.02
H -1.14674 1.94895 -1.89729 0.07 0.20 -0.24
O -0.38581 1.42598 -2.19495 0.05 -0.19 0.07